Record 1
Entry from the Open Molecules 2025 dataset: C26H30BrN2O7P2Tl as an isolated structure at a distorted geometry (ωB97M-V/def2-TZVPD).

```
69
Properties=species:S:1:pos:R:3:forces:R:3
Tl 0.1125 -1.4607 0.6367 0.512 -0.006 -0.604
C 2.2889 1.4522 -2.4412 0.042 0.013 0.086
C 2.8693 2.1570 -1.2468 -0.144 -0.083 0.057
C 4.1402 2.7123 -1.2803 0.039 0.019 0.005
C 4.6627 3.3698 -0.1778 0.008 0.063 -0.056
C 3.9008 3.4954 0.9699 0.056 0.025 0.020
C 2.6226 2.9584 1.0430 -0.085 -0.159 0.088
C 1.8146 3.0865 2.3079 0.027 -0.001 -0.101
C 2.1156 2.2873 -0.0737 0.672 -0.030 0.059
N 0.8651 1.6461 0.0000 -0.359 -0.963 0.094
C -0.2032 2.3050 -0.1103 0.231 0.378 -0.062
C -0.1978 3.7839 -0.3668 -0.094 0.205 -0.065
C -1.5428 1.6343 -0.0215 -0.569 -0.202 0.227
C -2.7236 2.5208 -0.2808 -0.175 0.244 0.106
N -1.7163 0.4063 0.2999 1.275 -0.036 -0.028
C -3.0121 -0.1367 0.2363 -0.827 -0.407 0.064
C -3.6968 -0.2189 -0.9843 0.180 -0.076 0.204
C -3.0776 0.1839 -2.2958 -0.065 -0.016 0.011
C -4.9684 -0.7805 -0.9745 0.011 0.017 -0.038
C -5.5392 -1.2565 0.1911 -0.012 -0.050 -0.053
C -4.8180 -1.2304 1.3750 -0.084 0.009 0.024
C -3.5466 -0.6884 1.4124 0.152 0.306 -0.167
C -2.7079 -0.7329 2.6542 -0.071 0.036 -0.152
H 3.0808 1.1370 -3.1186 -0.029 -0.009 -0.027
H 1.6172 2.1162 -2.9925 -0.029 -0.048 -0.016
H 1.7121 0.5772 -2.1374 0.001 -0.029 -0.051
H 4.7297 2.6245 -2.1849 -0.002 -0.044 0.000
H 5.6621 3.7830 -0.2149 -0.011 0.008 -0.006
H 4.2996 4.0186 1.8312 0.015 -0.039 0.013
H 2.4714 3.1158 3.1764 -0.028 0.005 0.011
H 1.1209 2.2522 2.4196 0.029 0.028 0.079
H 1.2311 4.0109 2.3057 -0.045 -0.011 0.031
H 0.8234 4.1292 -0.5109 -0.099 0.036 -0.013
H -0.6305 4.3208 0.4793 -0.005 0.061 -0.047
H -0.7815 4.0245 -1.2558 -0.033 0.058 0.038
H -2.5785 3.4996 0.1719 -0.023 -0.030 -0.045
H -3.6262 2.0670 0.1226 0.028 0.137 -0.060
H -2.8716 2.6653 -1.3527 0.054 0.089 0.046
H -1.9914 0.2224 -2.2354 0.018 0.018 -0.049
H -3.4537 1.1502 -2.6415 -0.001 -0.047 -0.029
H -3.3297 -0.5596 -3.0499 0.005 0.013 -0.030
H -5.5052 -0.8545 -1.9129 -0.028 -0.006 0.008
H -6.5354 -1.6784 0.1684 0.006 -0.021 0.025
H -5.2460 -1.6565 2.2739 0.032 0.021 0.034
H -3.2437 -1.2125 3.4700 0.034 -0.011 0.029
H -2.3817 0.2574 2.9741 0.022 -0.007 0.027
H -1.8090 -1.3308 2.4491 -0.010 -0.047 0.173
O -2.4603 -3.0932 -2.4410 0.034 0.015 -0.004
P -1.4051 -2.9349 -1.2588 -0.227 -0.509 -0.519
O -0.4063 -1.8608 -1.6306 0.111 0.116 0.246
O -2.0947 -2.6397 0.0534 0.288 0.150 0.220
O -0.7050 -4.3577 -1.1740 -0.127 0.162 0.323
P -0.3060 -4.9311 0.3639 0.246 -0.016 0.022
O -1.7602 -5.2171 0.9681 0.032 0.112 -0.085
O 0.5078 -6.1310 0.2176 -0.103 -0.145 -0.043
O 0.2793 -3.7133 1.0767 -0.156 0.125 -0.002
H -3.1215 -3.7644 -2.2186 0.087 0.075 -0.098
H -2.2234 -4.3572 0.9693 -0.013 -0.148 0.100
Br 6.8321 -2.6226 0.2003 -0.008 -0.048 0.013
C 4.9770 -2.3129 0.4236 0.121 0.029 0.010
C 4.1076 -2.6462 -0.6006 -0.031 0.025 0.059
C 2.7571 -2.3591 -0.4544 -0.100 0.006 -0.134
C 2.3274 -1.7452 0.7063 -0.672 0.397 0.009
C 3.1778 -1.4585 1.7512 -0.095 0.190 0.085
C 4.5305 -1.7416 1.6022 -0.033 -0.004 0.007
H 4.4709 -3.1288 -1.4972 -0.009 0.025 0.002
H 2.0595 -2.6250 -1.2397 0.036 0.006 -0.018
H 2.8255 -1.0206 2.6751 -0.003 0.037 -0.032
H 5.2241 -1.5130 2.3997 0.005 -0.010 -0.020
```
Forces are in eV/Å.

Frontier orbital gap, Ha: 0.275
LUMO energy, eV: -1.60
Molecular weight, Da: 828.77
HOMO level, eV: -9.1
Maximum force, eV/Å: 1.275
Total energy, eV: -138081.220

Record 2
Entry from the Open Molecules 2025 dataset: a 8-piece molecular cluster, C15H40F12N6O8P2 overall at a distorted geometry (ωB97M-V/def2-TZVPD).

```
83
Properties=species:S:1:pos:R:3:forces:R:3
C -3.2613 3.4470 2.6819 -1.770 -1.162 -0.738
C -3.8017 2.0267 2.5474 -0.931 -2.074 4.688
O -4.4235 1.3988 3.4370 2.417 2.866 -4.519
N -3.3470 1.3284 1.2840 -1.834 0.353 0.885
H -2.7472 2.0112 0.8434 -0.288 0.446 -1.488
H -2.7300 0.5583 1.4992 0.017 -0.942 0.493
C -4.6226 0.8032 0.6156 0.755 -0.367 -0.392
H -3.8270 3.8082 3.5407 0.901 0.422 0.195
H -3.5664 3.9972 1.7918 -0.061 0.185 -0.040
H -2.1732 3.4733 2.6232 -0.073 0.042 0.633
H -5.3575 1.5890 0.4407 0.301 0.115 0.347
H -4.9696 0.0419 1.3142 -0.192 0.139 -0.057
H -4.3755 0.3294 -0.3344 0.191 0.096 0.202
C 3.5586 -0.1574 -2.4496 1.623 0.346 0.058
C 3.3134 -0.7980 -3.7887 -2.746 2.182 -0.063
O 2.3426 -0.4880 -4.4477 3.030 -1.871 0.707
N 4.4202 -1.7694 -4.2822 -3.074 -1.318 -1.420
H 5.2439 -1.2376 -4.5245 0.591 -0.062 0.139
H 4.5615 -2.5251 -3.6271 0.690 0.397 0.976
C 3.9204 -2.6038 -5.5186 0.818 0.908 0.037
H 3.1975 0.8710 -2.4424 -0.849 -0.463 -0.026
H 4.6188 0.0430 -2.2949 0.452 -0.480 -0.126
H 3.2610 -0.7442 -1.5805 -0.522 -0.020 -0.238
H 4.5745 -3.4731 -5.5846 0.204 0.320 -0.230
H 4.0297 -1.8895 -6.3346 -0.257 -0.616 -0.266
H 2.9032 -2.9788 -5.4061 0.016 0.589 0.351
C 3.7911 0.9658 1.8977 -1.960 -1.191 0.240
C 2.4596 0.9611 2.7071 2.427 -1.228 -1.012
O 1.9601 0.0010 3.1875 -0.505 1.215 -0.018
N 2.0083 2.3624 2.9336 -1.228 -0.120 -1.527
H 1.3718 2.3999 3.7169 -0.143 0.180 0.649
H 2.7883 3.0007 3.0004 0.498 0.065 0.781
C 1.2703 2.9120 1.7048 -1.642 -0.007 0.325
H 3.7733 1.6807 1.0750 0.586 0.492 0.615
H 3.8640 -0.0056 1.4086 -0.064 -0.100 0.211
H 4.5346 0.9613 2.6947 0.520 0.703 -0.446
H 0.3641 2.3448 1.4920 0.358 -0.774 0.078
H 1.8805 2.9410 0.8020 0.136 0.309 0.488
H 0.8084 3.8369 2.0501 0.714 0.544 -0.479
C 1.0103 2.5184 -3.1390 -0.964 -0.155 -0.365
C -0.2384 2.3440 -4.0252 1.626 -0.385 -3.395
O -0.1650 2.0480 -5.2138 -0.648 0.596 3.182
N -1.5992 2.6634 -3.4583 0.842 -2.239 0.255
H -1.4300 2.8741 -2.4851 -0.355 0.204 1.402
H -1.8837 3.5555 -3.8368 -0.649 0.149 -0.616
C -2.6054 1.4463 -3.6238 0.910 1.157 0.021
H 1.1215 3.5730 -2.8872 -0.240 -0.039 0.310
H 1.9049 2.2207 -3.6859 -0.419 -0.113 -0.312
H 0.8964 1.9009 -2.2480 -0.051 0.244 0.196
H -2.4475 1.1042 -4.6466 -0.689 0.364 -0.013
H -3.5729 1.8347 -3.3056 0.025 -0.107 -0.605
H -2.3494 0.6069 -2.9773 0.514 0.478 0.312
C 1.7390 -5.5073 0.6319 -0.666 0.332 1.049
C 1.4602 -5.4185 2.1507 3.776 -1.646 1.598
O 2.1802 -6.0728 2.9297 -3.755 3.074 -2.231
N 0.3840 -4.3759 2.6714 2.981 -1.484 -0.667
H -0.4812 -4.5989 2.2005 -0.724 0.643 -0.303
H 0.2677 -4.5877 3.6521 -0.357 -0.113 0.522
C 0.9161 -2.9155 2.5715 -0.940 -1.271 0.287
H 2.2736 -4.6721 0.1796 -0.176 0.486 0.555
H 0.7805 -5.5651 0.1162 0.181 -0.491 -0.307
H 2.4375 -6.3392 0.5419 -0.632 -0.287 -0.195
H 1.4668 -2.7804 3.5024 -0.460 0.348 -0.009
H -0.0464 -2.4186 2.4503 0.585 0.918 0.222
H 1.6246 -2.7754 1.7551 -0.535 -0.285 -0.226
P -0.7087 -0.5401 -0.4156 -1.207 -2.203 -0.596
F 0.8436 -0.2470 -0.1618 1.542 -0.003 -0.056
F -0.4847 -2.0649 0.1145 0.202 0.234 -0.159
F -1.0201 -0.0504 1.0581 0.051 0.065 1.807
F -2.3058 -0.8970 -0.5849 1.168 0.959 -0.631
F -0.8456 1.0179 -0.8228 -0.609 0.073 -1.364
F -0.3890 -1.0446 -1.9513 -0.302 0.963 0.860
P -3.4906 -2.1500 3.7610 -2.644 -0.292 0.469
F -3.5522 -2.2270 2.1795 -1.596 -0.458 -2.590
F -2.2924 -3.2611 3.5503 1.253 0.157 1.656
F -2.5165 -0.8999 3.3662 1.049 0.859 2.028
F -3.2885 -1.9449 5.4205 0.441 -0.714 -2.785
F -4.8227 -1.2108 3.8199 1.135 0.333 0.013
F -4.5403 -3.3894 3.8639 1.004 0.004 0.779
N -1.4587 4.2018 -0.4187 0.285 1.103 0.590
O -1.4830 4.8384 0.6150 0.274 0.559 1.508
O -2.3831 3.4354 -0.6818 -1.383 -1.685 -0.817
O -0.5230 4.3472 -1.2064 1.048 -0.450 -1.390
```
Forces are in eV/Å.

Frontier orbital gap, Ha: 0.277
LUMO energy, eV: -6.11
Molecular weight, Da: 722.44
HOMO level, eV: -13.6
Maximum force, eV/Å: 5.872
Total energy, eV: -92700.968
Total charge: +2

Record 3
Entry from the Open Molecules 2025 dataset: a 2-piece molecular cluster, C3H7NS overall at a distorted geometry (ωB97M-V/def2-TZVPD).

```
12
Properties=species:S:1:pos:R:3:forces:R:3
C 0.9518 0.6536 -0.9370 -0.984 -1.254 2.487
C 2.1698 -0.7501 0.5024 -0.664 -2.312 1.137
C -2.6537 0.3722 0.0086 -1.973 0.023 3.385
N 1.9549 0.0625 -0.6253 -0.006 -0.045 0.128
S -1.0233 0.5618 0.7526 1.810 0.530 -0.891
H 0.9199 1.1485 -1.8301 -1.234 1.775 -2.124
H 3.1037 -0.5386 0.9789 0.467 0.774 0.431
H 2.4080 -1.8278 0.1527 -1.082 1.514 0.478
H 1.2776 -0.6427 1.2315 1.467 -0.631 -1.109
H -3.3422 1.2550 0.0137 1.069 -0.222 0.090
H -3.2302 -0.3820 0.7256 1.269 1.083 -1.963
H -2.5363 0.0876 -0.9737 -0.139 -1.236 -2.048
```
Forces are in eV/Å.

Frontier orbital gap (spin up / spin down), Ha: 0.283 / 0.283
LUMO energy (spin up / spin down), eV: -0.46 / -0.46
Molecular weight, Da: 89.16
HOMO level (spin up / spin down), eV: -8.2 / -8.2
Maximum force, eV/Å: 3.918
Total energy, eV: -15546.175

Record 4
Entry from the Open Molecules 2025 dataset: C5H7N as an isolated structure at a distorted geometry (ωB97M-V/def2-TZVPD).

```
13
Properties=species:S:1:pos:R:3:forces:R:3
C -0.1222 -1.4451 1.7775 -0.323 0.928 0.473
C 1.7364 -0.6201 0.4651 0.610 0.773 -2.378
C 0.5773 -0.1362 1.3315 -0.496 -2.518 0.349
C 0.3769 -0.8215 0.0222 -1.257 -0.006 0.146
C -0.7365 1.1103 -2.1817 0.585 -0.851 -0.211
N -0.2433 -2.0382 0.6475 -0.275 0.263 -0.013
H -0.5526 -1.6971 2.7770 0.594 -0.290 -0.843
H 2.1921 0.0948 -0.2169 0.151 0.580 0.625
H 2.3061 -1.5137 0.4442 0.706 -0.792 1.338
H 0.3634 0.7853 1.7828 0.184 1.317 0.079
H -1.2230 0.2090 -2.4622 -0.523 -0.388 -0.162
H 0.2400 1.2715 -2.5588 0.681 0.236 -0.383
H -1.0565 1.6871 -1.3729 -0.637 0.746 0.981
```
Forces are in eV/Å.

Frontier orbital gap (spin up / spin down), Ha: 0.297 / 0.347
LUMO energy (spin up / spin down), eV: -0.79 / 0.19
Molecular weight, Da: 81.12
HOMO level (spin up / spin down), eV: -8.9 / -9.3
Maximum force, eV/Å: 2.590
Total energy, eV: -6780.563